{
  "formula": "C4H11NS2",
  "method": "the ωB97M-V functional and the def2-TZVPD basis",
  "e_tot_ev": -27484.0497,
  "relative_energy_kcal_mol": 74.16,
  "smiles": "CC(C)N=S.CS",
  "charge": 0,
  "multiplicity": 1,
  "lumo_ev": [-0.79, -0.78],
  "symbols": ["C", "C", "C", "C", "N", "S", "S", "H", "H", "H", "H", "H", "H", "H", "H", "H", "H", "H"],
  "xyz": [[-1.71028, 0.31036, -0.79426], [-2.45741, -1.24848, 1.17009], [3.66561, 0.69155, -1.25909], [-1.31632, -0.58971, 0.33903], [-0.41961, 0.07823, 1.25062], [-0.04608, 1.53017, 1.34929], [3.23501, -0.09767, 0.35798], [-0.80354, 0.55230, -1.46874], [-2.36077, -0.10984, -1.50037], [-2.30664, 1.14848, -0.35275], [-2.90542, -2.15571, 0.73757], [-3.29304, -0.55500, 1.46960], [-2.13396, -1.43130, 2.24715], [4.35084, 0.06055, -1.63916], [4.03725, 1.65365, -1.01742], [2.68424, 0.77639, -1.70781], [-0.69153, -1.47057, -0.12730], [2.47167, 0.85662, 0.94557]]
}

***

{
  "formula": "C4H11O3",
  "method": "the ωB97M-V functional and the def2-TZVPD basis",
  "e_tot_ev": -10466.9755,
  "relative_energy_kcal_mol": 62.35,
  "charge": -1,
  "multiplicity": 1,
  "lumo_ev": 3.37,
  "symbols": ["C", "O", "C", "C", "C", "O", "H", "H", "H", "H", "H", "H", "H", "H", "H", "H", "H", "O"],
  "xyz": [[2.34564, 1.02835, 0.48994], [3.39562, 0.27555, 1.05577], [1.05938, 0.23123, 0.72231], [-0.09234, 0.69549, -0.15305], [-1.28274, -0.41164, 0.19722], [-2.46947, 0.00413, -0.16600], [2.22559, 1.96636, 0.94219], [2.43241, 1.14381, -0.58903], [3.24498, -0.70980, 0.75606], [0.49831, 0.50653, 1.69975], [1.28589, -0.78405, 0.56277], [-0.49871, 1.66783, 0.03686], [0.01489, 0.68518, -1.21198], [-1.34437, -0.42692, 1.29660], [-0.99570, -1.22756, -0.16126], [-2.90927, -1.98191, -2.38053], [-3.32294, -0.96009, -1.22332], [-3.58718, -1.70249, -1.87429]]
}

***

{
  "formula": "C4H11O3",
  "method": "the ωB97M-V functional and the def2-TZVPD basis",
  "e_tot_ev": -10468.5388,
  "relative_energy_kcal_mol": 26.30,
  "charge": -1,
  "multiplicity": 1,
  "lumo_ev": 3.57,
  "symbols": ["C", "C", "C", "O", "C", "O", "H", "H", "H", "H", "H", "H", "H", "H", "H", "H", "H", "O"],
  "xyz": [[0.34989, 0.06930, -0.85533], [-0.04773, 0.71193, 0.48131], [0.79240, 0.19808, 1.66654], [0.15729, -0.72250, 2.46109], [-0.58529, 0.42533, -2.02763], [-1.12394, 1.75638, -1.93622], [1.36590, 0.36254, -1.13067], [0.27147, -1.00257, -0.65567], [-1.12028, 0.56045, 0.66204], [-0.06738, 1.80444, 0.35149], [1.69935, -0.26512, 1.20787], [1.19724, 1.07115, 2.20571], [-1.47989, -0.18089, -1.91631], [-0.04682, 0.33327, -2.97088], [-0.42112, 2.40829, -1.92566], [-0.63052, -3.04531, 1.85225], [-0.04211, -1.76802, 1.51272], [-0.26848, -2.71675, 1.01735]]
}